w.
Here is a gas-phase ion, C5H14N2 (charge -1) from the Open Molecules 2025 dataset. Energies are from wB97M-V/def2-TZVPD.

```
21
Properties=species:S:1:pos:R:3:nbo_charge:R:1
C 1.89 -1.81 1.48 -0.65
C 0.38 -1.73 1.06 -0.43
C 0.11 -1.46 -0.39 -0.61
C 0.24 0.06 -0.77 -0.42
N -0.96 0.78 -0.45 -0.69
C -0.76 2.23 -0.77 -0.23
N -1.93 3.00 -0.44 -0.89
H 1.93 -2.27 2.48 0.19
H 2.24 -0.78 1.66 0.19
H 2.54 -2.24 0.72 0.20
H 0.05 -0.85 1.61 0.20
H -0.25 -2.57 1.38 0.19
H 0.70 -2.01 -1.13 0.19
H -0.89 -1.76 -0.72 0.19
H 0.56 0.05 -1.86 0.13
H 1.20 0.32 -0.32 0.17
H -1.74 0.42 -1.00 0.30
H 0.10 2.44 -0.11 0.15
H -0.47 2.44 -1.80 0.14
H -2.28 2.90 0.50 0.36
H -2.64 2.84 -1.14 0.32
```

Results
<S²>: 0.7504
Orbital gap (alpha / beta) (eV): 2.5280 / 9.0833
Spin multiplicity: 2
Net charge: -1


x.
Here is a gas-phase ion, C5H14N2 (charge -1) from the Open Molecules 2025 dataset. Energies are from wB97M-V/def2-TZVPD.

```
21
Properties=species:S:1:pos:R:3:nbo_charge:R:1
C 0.07 -1.83 2.64 -1.03
C -0.23 -0.48 2.01 -0.37
N -0.92 -0.61 0.70 -0.67
C -0.12 -0.61 -0.51 -0.44
C -0.68 0.41 -1.50 -0.26
N -0.12 1.77 -1.41 -0.65
C 0.99 2.04 -2.30 -0.47
H -0.47 -2.66 2.22 0.20
H 1.11 -2.05 2.32 0.19
H 0.02 -1.95 3.72 0.19
H -0.91 0.18 2.56 0.18
H 0.64 0.15 1.84 0.18
H -1.65 -1.29 0.73 0.36
H 0.88 -0.30 -0.24 0.18
H 0.04 -1.62 -0.93 0.17
H -1.73 0.50 -1.26 0.19
H -0.64 0.09 -2.55 0.17
H -0.02 1.87 -0.41 0.36
H 1.49 2.92 -1.89 0.19
H 0.59 2.29 -3.29 0.17
H 1.66 1.19 -2.46 0.16
```

Results
<S²>: 0.7503
Orbital gap (alpha / beta) (eV): 2.4164 / 8.6844
Spin multiplicity: 2
Net charge: -1


In terms of stability, w leads; the second structure lies 0.515 eV higher.


w.
Here is a single C22H28N2O4 molecule from the Open Molecules 2025 dataset. Energies are from wB97M-V/def2-TZVPD.

```
56
Properties=species:S:1:pos:R:3:nbo_charge:R:1
C -6.30 -0.06 -0.37 -0.64
C -5.92 -1.53 -0.53 -0.06
O -4.90 -1.93 0.36 -0.52
C -3.59 -1.64 0.08 0.36
C -3.14 -0.94 -1.03 -0.32
C -1.78 -0.72 -1.20 -0.23
C -0.86 -1.19 -0.27 0.19
N 0.50 -0.93 -0.53 -0.63
C 1.57 -1.18 0.25 0.68
O 1.56 -1.77 1.32 -0.63
C 2.86 -0.54 -0.32 -0.12
N 2.85 0.84 0.13 -0.62
C 1.99 1.73 -0.41 0.90
O 1.39 1.57 -1.45 -0.68
O 1.90 2.85 0.35 -0.51
C 0.80 3.69 0.03 -0.09
C -0.52 3.01 0.34 -0.06
C -1.64 3.27 -0.44 -0.20
C -2.84 2.64 -0.14 -0.23
C -2.93 1.76 0.91 -0.16
C -1.81 1.49 1.68 -0.20
C -0.61 2.12 1.40 -0.23
C 4.12 -1.27 0.14 -0.22
C 4.09 -2.71 -0.37 -0.61
C 5.38 -0.53 -0.35 -0.39
C 6.64 -0.98 0.37 -0.60
C -1.31 -1.89 0.84 -0.25
C -2.66 -2.10 1.01 -0.26
H -5.47 0.59 -0.63 0.21
H -6.59 0.14 0.66 0.22
H -7.15 0.16 -1.02 0.22
H -5.63 -1.75 -1.57 0.17
H -6.77 -2.16 -0.26 0.19
H -3.82 -0.56 -1.77 0.22
H -1.44 -0.16 -2.05 0.21
H 0.65 -0.32 -1.32 0.43
H 2.81 -0.53 -1.42 0.22
H 3.16 1.02 1.07 0.41
H 0.94 4.58 0.65 0.21
H 0.84 3.97 -1.03 0.20
H -1.57 3.95 -1.27 0.21
H -3.71 2.85 -0.75 0.21
H -3.86 1.27 1.15 0.20
H -1.86 0.79 2.50 0.22
H 0.26 1.92 2.00 0.22
H 4.11 -1.29 1.24 0.21
H 4.97 -3.25 -0.03 0.21
H 3.21 -3.22 0.02 0.23
H 4.06 -2.73 -1.45 0.20
H 5.24 0.54 -0.19 0.21
H 5.48 -0.69 -1.42 0.20
H 6.55 -0.85 1.44 0.20
H 6.86 -2.03 0.17 0.20
H 7.49 -0.40 0.02 0.21
H -0.60 -2.26 1.56 0.25
H -3.03 -2.65 1.87 0.22
```

Results
Orbital gap (eV): 8.6038
Spin multiplicity: 1
SMILES: CCOc1ccc(NC(=O)[C@@H](NC(=O)OCc2ccccc2)[C@@H](C)CC)cc1


x.
Here is a molecular structure, C22H28N2O4 from the Open Molecules 2025 dataset. Energies are from wB97M-V/def2-TZVPD.

```
56
Properties=species:S:1:pos:R:3:nbo_charge:R:1
C -2.82 -3.34 -1.15 -0.63
C -1.99 -3.64 0.07 -0.07
H -2.58 -3.22 0.91 0.19
O -0.81 -3.05 0.08 -0.48
C -0.73 -2.01 0.69 0.45
C 0.61 -1.38 0.73 -0.27
C 1.64 -2.47 1.21 -0.41
C 2.74 -2.52 -0.19 -0.41
C 2.23 -3.45 -1.28 -0.02
O 1.23 -3.04 -1.93 -0.72
H 0.36 -2.79 -1.32 0.47
H 2.99 -3.51 -2.02 0.18
H 2.07 -4.64 -0.87 0.08
H 3.69 -2.91 0.40 0.21
H 3.03 -1.59 -0.62 0.21
H 2.18 -2.05 2.07 0.22
H 1.28 -3.46 1.31 0.21
H 0.74 -1.07 -0.29 0.20
C 0.90 0.10 1.46 -0.21
C -0.43 0.90 1.38 -0.24
C -1.56 0.39 0.62 0.22
O -1.85 -0.82 0.52 -0.59
C -2.67 1.43 0.48 0.65
O -2.67 2.55 0.84 -0.58
N -3.74 0.84 -0.33 -0.63
C -4.90 1.27 -0.50 -0.09
C -5.03 2.40 -1.17 -0.44
C -5.53 2.59 0.20 -0.45
H -6.72 2.41 0.50 0.20
H -4.95 2.83 1.09 0.24
H -5.72 2.82 -2.03 0.22
H -4.14 3.10 -1.40 0.23
H -5.64 0.52 -0.81 0.20
H -3.66 -0.45 -0.25 0.41
H -0.37 1.84 1.52 0.19
C 2.11 0.90 1.23 -0.18
C 3.21 0.81 1.81 0.10
N 4.16 1.50 1.59 -0.52
C 3.69 1.89 0.10 0.10
C 4.21 2.68 -0.84 -0.25
C 3.68 2.70 -1.93 -0.21
C 2.15 2.39 -1.98 -0.18
C 1.57 1.58 -1.18 -0.25
C 2.33 1.23 -0.01 -0.05
H 0.54 1.34 -1.39 0.24
H 1.91 2.45 -3.15 0.21
H 4.14 3.21 -2.86 0.22
H 5.47 2.76 -0.79 0.18
H 5.10 1.79 1.58 0.45
H 3.21 0.49 3.02 0.16
H 0.85 -0.23 2.54 0.21
H -0.96 -1.99 1.86 0.14
H -1.77 -4.65 0.06 0.19
H -3.77 -3.91 -1.14 0.23
H -2.17 -3.76 -1.96 0.22
H -2.97 -2.17 -1.14 0.22
```

Results
Orbital gap (eV): 8.1919
Spin multiplicity: 1


In terms of stability, w leads; the second structure lies 21.504 eV higher.


w.
Here is 2 unconnected molecules or ions with the total composition C4H11N2O from the Open Molecules 2025 dataset. Energies are from wB97M-V/def2-TZVPD.

```
18
Properties=species:S:1:pos:R:3:nbo_charge:R:1
C 0.65 -1.71 -0.01 -0.04
O 0.99 -0.51 -0.58 -0.92
C 1.39 -1.91 1.33 -0.23
N 1.32 -0.69 2.10 -0.88
H -0.45 -1.74 0.20 0.11
H 0.88 -2.58 -0.64 0.11
H 0.97 -2.75 1.91 0.15
H 2.44 -2.21 1.14 0.14
H 2.16 -0.47 2.61 0.33
H 1.18 0.04 1.41 0.39
C -2.21 2.69 -0.88 -0.65
C -1.67 1.46 -1.13 0.07
N -0.53 1.13 -1.78 -0.87
H -1.70 3.62 -1.06 0.17
H -3.20 2.73 -0.44 0.18
H -2.31 0.63 -0.82 0.16
H -0.02 1.94 -2.12 0.34
H 0.11 0.33 -1.26 0.46
```

Results
Orbital gap (eV): 7.7596
Spin multiplicity: 1
Net charge: -1


x.
Here is 2 unconnected molecules or ions with the total composition C4H11N2O from the Open Molecules 2025 dataset. Energies are from wB97M-V/def2-TZVPD.

```
18
Properties=species:S:1:pos:R:3:nbo_charge:R:1
N 2.43 1.59 -1.59 -0.90
C 2.18 0.31 -0.82 0.13
O 0.97 -0.24 -1.01 -0.96
H 2.26 1.36 -2.56 0.33
H 1.65 2.20 -1.37 0.33
H 3.05 -0.31 -1.13 0.07
H 2.35 0.62 0.24 0.07
C -0.79 -1.27 2.51 -0.60
C -0.76 -0.63 1.33 0.02
N -1.85 -0.02 0.72 -0.62
C -1.86 0.09 -0.76 -0.44
H -1.69 -1.26 3.12 0.16
H 0.11 -1.72 2.90 0.19
H 0.17 -0.62 0.73 0.27
H -2.70 -0.48 1.02 0.34
H -2.66 0.79 -1.00 0.16
H -0.87 0.47 -1.06 0.29
H -2.00 -0.87 -1.27 0.16
```

Results
Orbital gap (eV): 7.1890
Spin multiplicity: 1
Net charge: -1


In terms of stability, w leads; the second structure lies 0.446 eV higher.